DFT (wB97M-V/def2-TZVPD) results for 6 unconnected molecules or ions with the total composition C9H30N6O9 in a non-equilibrium geometry.

Structure (XYZ):
```
54
Properties=species:S:1:pos:R:3:forces:R:3
N 7.03022 6.71582 6.92543 -0.143 -1.754 0.307
C 6.12868 6.70438 7.95214 -0.193 0.830 -0.472
N 5.62729 5.46434 8.44708 -0.428 1.969 0.706
O 5.78099 7.80783 8.41572 0.031 -1.258 0.329
H 7.35873 5.85549 6.48229 -0.255 0.562 0.438
H 7.45247 7.57740 6.57518 -0.340 -0.159 0.052
H 5.50821 4.68610 7.84858 0.381 -0.538 -0.923
H 4.77485 5.55676 9.02693 1.060 0.384 -0.501
N 5.97941 10.76042 9.48751 1.279 -1.905 0.987
C 7.23491 10.67196 10.10375 0.383 0.981 -1.247
N 7.73805 9.43964 10.42797 -1.962 -0.059 -0.675
O 7.94064 11.69331 10.19615 -0.833 -0.146 0.173
H 5.60074 11.66125 9.52479 -0.675 1.473 -0.185
H 5.30774 9.99466 9.48242 0.597 0.096 0.144
H 8.72527 9.38313 10.34293 1.087 0.132 0.108
H 7.28993 8.75019 9.83074 -0.075 -0.403 0.351
N 6.93064 10.27370 6.48185 -0.444 -1.553 0.117
C 7.91734 9.93749 5.61000 -1.856 1.173 0.602
N 8.56713 11.04603 5.17929 1.982 -1.272 -1.563
O 8.03786 8.79049 5.19484 0.768 -0.213 -0.502
H 6.39846 9.53121 6.92064 0.179 0.076 0.023
H 6.98814 11.11127 6.99298 -0.050 1.108 0.475
H 9.37811 10.85488 4.59061 -0.498 0.252 0.223
H 8.63171 11.88014 5.71402 -0.358 0.631 0.439
O 10.40574 8.96256 9.16008 -0.620 0.253 -0.347
C 10.25932 9.89999 8.10055 -0.352 3.065 1.834
C 11.07456 9.38064 6.97603 0.545 -1.181 0.817
O 10.36228 8.20942 6.57193 0.698 -0.415 -0.438
H 10.10943 8.23676 8.60971 -0.068 -1.535 0.642
H 9.18841 10.08970 7.87043 0.383 -0.833 -0.391
H 10.46496 10.92412 8.50948 0.828 -0.819 -0.378
H 12.09249 9.03666 7.35870 -1.167 0.774 -0.572
H 11.13378 10.07070 6.17886 0.417 0.811 -0.943
H 9.98875 8.39249 5.70343 -0.489 -0.270 0.052
O 7.44479 13.39765 6.77417 -0.494 -1.041 -1.472
C 7.38917 14.57170 5.98263 -0.546 1.221 1.035
C 8.74193 14.93318 5.51016 1.590 0.299 -0.728
O 9.27627 13.99887 4.53041 -1.840 -0.470 1.611
H 7.48117 13.66376 7.68060 0.297 0.570 1.087
H 6.65744 14.53380 5.18398 -0.153 -0.561 -0.126
H 7.07945 15.39222 6.67401 0.077 -0.237 -0.595
H 9.35965 14.89556 6.41328 0.287 0.143 -0.115
H 8.82289 15.95627 5.07520 -0.454 -0.541 0.411
H 9.90537 14.48806 4.05652 1.407 0.773 -1.127
O 7.31302 14.59804 9.31749 1.215 -0.193 -0.111
C 6.21898 14.95776 10.12075 -0.185 -1.213 0.083
C 5.01087 14.63437 9.27680 -0.731 2.087 -0.736
O 5.02952 13.38260 8.63034 0.727 0.200 -0.449
H 7.44030 13.65866 9.52049 0.567 -0.350 0.295
H 6.22010 14.33624 11.02262 0.029 0.095 0.095
H 6.31038 15.99549 10.42576 -0.258 0.187 -0.192
H 4.99919 15.39342 8.45777 -0.249 -0.129 0.611
H 4.11487 14.77096 9.87090 -0.411 -0.297 -0.040
H 5.59102 13.54964 7.83283 -0.685 -0.801 0.781
```
Forces are in eV/Å.

Calculated values
relative energy (zero: lowest compared OMol25 entry of this formula, charge and spin): 0.000 eV
structure (SMILES): NC(N)=O.NC(N)=O.NC(N)=O.OCCO.OCCO.OCCO
maximum force: 3.59 eV/Å
energy: -37189.535 eV


DFT (wB97M-V/def2-TZVPD) results for a molecular structure, C9H31AgO7 in a non-equilibrium geometry.

Structure (XYZ):
```
48
Properties=species:S:1:pos:R:3:forces:R:3
Ag -0.33839 0.34867 -0.80753 -0.079 -0.025 -0.062
C 2.88372 -2.20624 5.55336 -0.389 0.156 0.776
C 3.01512 -2.27993 4.03170 -0.860 -0.773 0.462
C 2.62860 -3.72650 3.55179 0.280 0.752 -0.654
O 2.31157 -1.29662 3.28264 0.939 -1.306 1.003
H 1.87414 -2.36844 5.93089 -0.423 0.492 -0.460
H 3.28257 -1.29605 6.00121 -0.145 0.188 -0.256
H 3.36773 -3.01264 6.10432 0.656 -0.234 -0.601
H 4.08085 -2.21443 3.81254 0.195 0.456 -0.531
H 1.62715 -4.02564 3.86119 0.013 0.187 -0.046
H 3.34122 -4.47419 3.89996 0.024 0.240 0.325
H 2.72357 -3.72611 2.46593 -0.326 -0.142 -0.075
C -3.02070 5.41807 1.60072 -0.996 0.780 0.133
O -2.07895 4.38289 1.61192 0.432 -0.536 0.107
H -2.82991 6.22913 2.30348 0.720 0.237 -0.272
H -3.11295 5.78275 0.57768 0.145 0.199 0.127
H -4.02437 5.14260 1.92457 -0.148 -0.777 -0.151
H -1.59706 4.38252 2.44221 -0.116 0.041 0.032
C -4.54748 1.74949 -3.92995 -0.952 1.487 0.769
O -3.35470 1.02169 -3.95546 0.287 -0.459 0.023
H -4.38338 2.80408 -4.15136 0.113 0.092 -0.870
H -5.36222 1.33890 -4.52636 0.185 -0.089 -0.172
H -4.93564 1.89767 -2.92224 0.191 -0.903 0.349
H -3.15817 0.89637 -4.88672 0.268 -0.144 -0.008
C -0.81354 -4.49173 -3.69630 0.310 -0.720 0.285
O -0.83533 -3.99658 -2.34323 0.136 0.016 -0.670
H -0.19875 -3.85875 -4.33619 -0.466 0.430 0.178
H -0.31619 -5.45891 -3.76914 0.150 -0.176 0.326
H -1.81632 -4.68227 -4.07870 -0.076 0.538 -0.138
H -1.01116 -4.74896 -1.77348 -0.038 0.014 0.062
C -3.76715 -1.06630 3.46088 -0.073 0.236 -0.313
O -3.77645 -0.71573 2.05063 0.450 0.088 0.824
H -3.27412 -2.02570 3.61766 -0.412 -0.245 -0.125
H -3.19251 -0.37053 4.07228 0.169 0.441 -0.558
H -4.77118 -1.01381 3.88190 -0.027 -0.425 -0.095
H -4.64249 -0.90171 1.68051 -0.018 -0.076 0.191
C 4.67269 -1.62033 -2.97869 -0.988 0.426 -0.337
O 3.58098 -0.71655 -3.22791 -0.232 0.272 0.001
H 5.06171 -1.37424 -1.99067 0.385 -0.205 -0.200
H 4.23128 -2.61689 -2.98967 0.417 -0.170 0.086
H 5.38507 -1.50249 -3.79523 0.368 -0.291 0.421
H 3.76316 -0.23344 -4.03723 -0.040 -0.006 0.082
C 2.45756 5.14841 -1.98141 2.156 2.641 0.891
O 1.52296 4.47303 -2.62570 -3.582 -2.904 -1.908
H 2.52038 4.78465 -0.95582 0.451 -0.046 -0.133
H 3.37941 5.12307 -2.56251 0.718 -0.197 0.622
H 2.19000 6.20462 -1.95135 0.103 0.385 0.478
H 1.25770 4.89315 -3.44713 0.124 0.052 0.081
```
Forces are in eV/Å.

Calculated values
relative energy (zero: lowest compared OMol25 entry of this formula, charge and spin): 4.650 eV
maximum force: 4.99 eV/Å
net charge: +1
multiplicity: 2
energy: -28153.279 eV


DFT (wB97M-V/def2-TZVPD) results for a molecular structure, C9H31FN11O6Tl in a non-equilibrium geometry.

Structure (XYZ):
```
59
Properties=species:S:1:pos:R:3:forces:R:3
Tl -15.95280 -17.59781 5.92406 -0.797 -3.038 -0.672
F -15.78725 -19.87540 4.33359 -0.165 1.482 1.216
C -15.03940 -16.64491 2.04826 0.003 -0.296 0.470
O -15.27370 -16.63319 3.26548 -0.246 0.138 0.563
N -15.98489 -16.81848 1.09706 0.607 0.126 0.685
N -13.78184 -16.46397 1.56915 0.265 -0.033 -0.686
H -15.66900 -16.86645 0.14761 -0.678 -0.010 -0.251
H -16.93742 -16.88613 1.40137 -0.106 -0.072 -0.376
H -12.96951 -16.59253 2.14421 -0.282 -0.009 0.408
H -13.61350 -16.68801 0.60192 0.016 0.158 -0.034
C -18.68906 -15.06834 7.20260 0.534 1.041 0.934
O -18.15762 -15.87410 6.42097 0.526 -0.501 -0.456
N -19.43939 -15.43007 8.26178 -0.270 -0.722 -0.117
N -18.48887 -13.72022 7.11654 -0.088 -0.549 -0.091
H -19.71302 -16.39771 8.40757 0.054 -0.085 -0.138
H -19.85745 -14.77757 8.90010 0.098 0.292 -0.185
H -19.07004 -13.11459 7.66555 0.191 0.273 -0.044
H -17.73167 -13.34478 6.57716 -0.192 0.019 -0.266
C -12.21045 -17.79743 4.48719 -0.164 0.567 0.761
O -13.27218 -17.99995 5.09391 -0.684 -0.153 0.476
N -11.96124 -18.41553 3.30918 -0.188 0.236 0.177
N -11.25849 -16.95599 4.95815 0.257 -0.069 -0.565
H -11.02197 -18.47839 2.95658 -0.057 -0.268 -0.101
H -12.68160 -19.06514 3.03439 0.214 -0.134 -0.186
H -10.50578 -16.66485 4.35829 0.095 -0.017 0.116
H -11.34640 -16.48737 5.83982 -0.281 -0.089 0.036
C -14.69288 -20.90514 7.49196 -0.296 -0.538 -0.922
O -15.44532 -19.90631 7.52153 -0.330 0.944 0.263
N -14.07263 -21.36136 8.59356 0.068 0.205 -0.226
N -14.59032 -21.62842 6.34250 -0.033 0.898 0.817
H -14.20897 -20.86996 9.45742 0.177 0.007 0.024
H -13.39111 -22.09480 8.51618 -0.078 -0.100 0.283
H -15.05213 -21.13883 5.57567 0.363 -0.167 -0.504
H -13.78086 -22.21001 6.21078 -0.141 -0.135 -0.326
C -16.23436 -16.56618 9.63890 -0.212 1.850 -0.317
O -16.47304 -17.18108 8.58912 0.223 -0.806 -0.610
N -15.68466 -15.31727 9.63686 -0.204 -0.968 0.769
N -16.63130 -16.98806 10.86145 0.027 -0.836 -0.636
H -15.45626 -14.97202 10.55196 0.329 0.629 -0.307
H -15.42312 -14.83724 8.79889 0.069 -0.026 -0.021
H -16.60611 -16.41772 11.68579 0.047 0.038 0.007
H -17.00060 -17.92086 10.91853 -0.008 0.019 0.155
C -20.69974 -19.46254 6.06470 -0.010 0.224 -0.197
C -19.51060 -18.73897 6.74935 -0.181 -0.783 -0.241
C -19.37927 -19.05629 8.22455 -0.215 0.833 0.814
O -20.24570 -18.11136 8.85759 0.139 -0.170 0.060
C -20.45184 -18.37597 10.23170 -0.462 -0.288 0.185
N -18.32496 -19.14703 5.97350 0.020 0.333 -0.050
H -20.88055 -18.94389 5.12106 -0.102 -0.210 -0.096
H -21.63843 -19.43996 6.61797 0.192 0.231 0.304
H -20.47417 -20.51036 5.85867 0.061 -0.005 0.050
H -19.63826 -17.67345 6.57281 0.085 0.027 0.372
H -18.37162 -18.90549 8.63310 0.196 0.005 -0.413
H -19.69526 -20.05898 8.53099 -0.049 -0.161 -0.481
H -19.53860 -18.34573 10.83482 0.136 0.156 -0.193
H -20.90207 -19.36372 10.37042 0.014 -0.010 -0.050
H -21.16280 -17.63979 10.59953 0.093 0.066 0.027
H -18.67314 -19.21308 5.01672 0.807 0.241 -0.288
H -18.04530 -20.09800 6.21852 0.611 0.210 0.070
```
Forces are in eV/Å.

Calculated values
relative energy (zero: lowest compared OMol25 entry of this formula, charge and spin): 0.000 eV
maximum force: 3.21 eV/Å
net charge: +2
energy: -45910.134 eV